The following is a quantum chemistry calculation of C28H35AsNO7RuS4 as an isolated structure, from the OMol25 dataset.

```
77
C28H35AsNO7RuS4 | the OMol25 dataset | ωB97M-V/def2-TZVPD
Ru -0.4576 0.2679 0.8149
C 0.2198 0.1664 3.9182
C 1.6058 -0.2419 3.4486
S 1.6111 -0.7771 1.7051
C 3.2867 -0.2853 1.2500
C 3.7255 1.1465 1.5970
S 2.5278 2.4473 1.2083
C 1.9419 3.0109 2.8376
C 0.4461 2.8884 3.1763
S -0.5676 1.4098 2.8645
H 0.2508 0.5250 4.9483
H -0.4685 -0.6766 3.8744
H 1.9711 -1.0690 4.0588
H 2.3004 0.5813 3.5614
H 3.3302 -0.4770 0.1778
H 3.9670 -0.9951 1.7245
H 4.6233 1.3690 1.0203
H 4.0142 1.2235 2.6454
H 2.1728 4.0758 2.8845
H 2.5488 2.5358 3.6052
H -0.1120 3.6794 2.6732
H 0.3306 3.0641 4.2484
O -1.3225 -1.8982 -3.2230
As -1.8610 -0.9388 -1.8343
O -2.4970 0.4602 -2.3647
O -0.5030 -0.9556 -0.8323
C -3.0795 -2.2318 -1.0509
C -3.6474 -3.1816 -1.8894
C -4.5286 -4.1330 -1.3922
C -4.8581 -4.1406 -0.0489
C -4.3046 -3.1950 0.8022
C -3.4174 -2.2551 0.3012
S -2.7521 -1.1028 1.4742
O -3.6714 -1.0167 2.5652
O -2.5510 0.1785 0.7128
O -1.3779 -1.5299 1.8420
H -1.2112 -1.2755 -3.9537
H -3.3875 -3.1766 -2.9393
H -4.9602 -4.8652 -2.0619
H -5.5507 -4.8742 0.3411
H -4.5650 -3.1701 1.8506
C 1.3736 -4.9339 -1.2202
C 2.1300 -4.2353 -2.3701
C 2.1672 -2.7655 -1.9266
O 1.9649 -2.7842 -0.5189
C 0.9522 -3.7680 -0.3266
H 2.0360 -5.6106 -0.6803
H 0.5159 -5.5079 -1.5692
H 1.6198 -4.3425 -3.3265
H 3.1350 -4.6421 -2.4789
H 1.3543 -2.1978 -2.3937
H 3.1166 -2.2671 -2.1254
H -0.0101 -3.3554 -0.6423
H 0.9069 -3.9983 0.7362
C -1.4859 5.5688 1.0159
C -0.2442 5.4399 0.4047
C 0.1719 4.2112 -0.0799
C -0.6481 3.0862 0.0575
C -1.9081 3.2247 0.6375
C -2.3164 4.4612 1.1165
N -0.1750 1.8093 -0.3380
C 0.4346 1.7395 -1.6032
C 1.4629 0.8271 -1.8631
C 2.0529 0.7751 -3.1153
C 1.6255 1.6147 -4.1337
C 0.5867 2.5051 -3.8908
C -0.0035 2.5695 -2.6426
H -1.8103 6.5300 1.3926
H 0.4032 6.3020 0.3023
H 1.1355 4.1068 -0.5624
H -2.5601 2.3637 0.6943
H -3.2973 4.5575 1.5642
H 1.7740 0.1402 -1.0893
H 2.8490 0.0646 -3.2978
H 2.0894 1.5682 -5.1102
H 0.2207 3.1444 -4.6837
H -0.8421 3.2315 -2.4746
```

Output
Frontier orbital gap (alpha / beta) (hartree): 0.2744 / 0.2526
Highest occupied orbital energy (alpha / beta) (eV): -7.331 / -7.914
2S+1: 2
Total charge: 0
Energy relative to the best compared isomer or geometry (same formula, charge and spin) (kJ/mol): 0.00
Strongest force on any atom (eV Å⁻¹): 0.82

Löwdin atomic charge list, values in e, 5 entries: atom 1 (Ru): 0.92, atom 2 (C): -0.47, atom 3 (C): -0.45, atom 4 (S): 0.92, atom 5 (C): -0.47

The following is a quantum chemistry calculation of C28H35AuBClN6Si as an isolated structure, from the OMol25 dataset.

```
73
C28H35AuBClN6Si | the OMol25 dataset | ωB97M-V/def2-TZVPD
Au 0.1723 0.0243 -0.8206
C -0.3642 -3.3751 -1.9546
C -1.4812 -2.7168 -1.2222
C -2.8044 -3.1251 -1.0455
C -3.3949 -2.1414 -0.2746
C -4.7960 -2.0722 0.2330
N -2.4716 -1.1991 -0.0061
N -1.2941 -1.5649 -0.5909
B -2.6227 0.0476 0.9305
N -1.5580 0.0035 2.0381
N -0.2322 0.0440 1.7315
C 0.4244 0.0050 2.8773
C 1.9143 0.0230 2.8965
C -0.4749 -0.0707 3.9547
C -1.7249 -0.0652 3.3758
C -3.0653 -0.1168 4.0297
N -2.5541 1.3834 0.1570
N -1.3970 1.7928 -0.4265
C -1.5955 3.0133 -0.8961
C -0.4880 3.7380 -1.5899
C -2.9112 3.4176 -0.6227
C -3.4837 2.3558 0.0471
C -4.8633 2.2251 0.6002
H -0.6643 -4.3609 -2.3071
H 0.4872 -3.4965 -1.2869
H -0.0454 -2.7825 -2.8122
H -3.2679 -4.0224 -1.4176
H -5.3557 -2.9305 -0.1357
H -5.3014 -1.1673 -0.1042
H -4.8318 -2.0814 1.3220
H -3.7068 -0.0229 1.4331
H 2.2815 0.2920 1.9075
H 2.3271 -0.9572 3.1433
H 2.3045 0.7421 3.6181
H -0.2469 -0.1176 5.0063
H -2.9331 -0.1879 5.1085
H -3.6477 -0.9787 3.7023
H -3.6581 0.7743 3.8191
H 0.4332 3.1549 -1.5368
H -0.2981 4.7057 -1.1239
H -0.7186 3.9212 -2.6414
H -3.3815 4.3546 -0.8684
H -5.4407 3.1143 0.3515
H -4.8563 2.1155 1.6849
H -5.3828 1.3597 0.1880
C 4.7646 -3.6962 1.2316
C 3.8969 -4.0936 0.2249
C 3.2219 -3.1383 -0.5200
C 3.3762 -1.7717 -0.2616
C 4.2676 -1.3959 0.7458
C 4.9589 -2.3456 1.4833
Si 2.4149 -0.5946 -1.3293
C 3.0846 1.1265 -1.5222
C 3.1506 1.6205 -2.8332
C 3.5935 2.9107 -3.0903
C 3.9677 3.7334 -2.0391
C 3.8866 3.2725 -0.7307
C 3.4382 1.9875 -0.4748
H 5.2972 -4.4394 1.8112
H 3.7553 -5.1459 0.0142
H 2.5771 -3.4622 -1.3275
H 4.4424 -0.3473 0.9557
H 5.6496 -2.0313 2.2552
H 2.3154 -1.2050 -2.6755
H 2.8473 0.9864 -3.6585
H 3.6437 3.2727 -4.1091
H 4.3122 4.7405 -2.2371
H 4.1632 3.9225 0.0893
H 3.3499 1.6632 0.5553
Cl -0.0240 -0.3839 -4.3121
C -0.8132 0.3642 -2.9298
H -1.8048 -0.0456 -2.7818
H -0.7638 1.4415 -3.0060
```

Output
Frontier orbital gap (alpha / beta) (hartree): 0.2682 / 0.2445
Highest occupied orbital energy (alpha / beta) (eV): -6.619 / -8.515
2S+1: 3
Total charge: 0
Energy relative to the best compared isomer or geometry (same formula, charge and spin) (kJ/mol): 33.43
Strongest force on any atom (eV Å⁻¹): 0.50

Löwdin atomic charge list, values in e, 5 entries: atom 1 (Au): 0.86, atom 2 (C): -0.03, atom 3 (C): -0.33, atom 4 (C): 0.02, atom 5 (C): -0.27

The following is a quantum chemistry calculation of C28H35CrN5P2S as an isolated structure in a non-equilibrium geometry, from the OMol25 dataset.

```
72
C28H35CrN5P2S | the OMol25 dataset | ωB97M-V/def2-TZVPD
Cr -0.9043 1.4550 -4.9817
C -1.8735 1.7623 -6.6980
C -1.8426 0.3266 -6.4459
C -0.8548 -0.6135 -7.0913
C 0.6107 -0.1529 -7.1664
C 0.9592 0.7458 -6.0080
C 0.7934 2.1490 -5.8558
C 0.3651 3.0088 -6.9984
C -0.9348 2.5222 -7.6349
C 1.2085 1.7117 0.3453
H -2.8542 2.2536 -6.6967
H -2.7534 -0.2545 -6.1793
H -1.2380 -0.8272 -8.0960
H -0.8804 -1.5728 -6.5528
H 1.2371 -1.0699 -7.0988
H 0.8662 0.2794 -8.1538
H 1.9032 0.3833 -5.5628
H 1.5475 2.5654 -5.1760
H 1.1531 3.1171 -7.7462
H 0.2627 4.0265 -6.6301
H -1.4860 3.4044 -7.9913
H -0.7500 1.9066 -8.5262
H 1.1543 2.7040 0.8053
H 1.7190 1.8798 -0.6337
H 1.7727 0.9749 0.9267
P 1.3368 -0.4221 -2.2357
P -1.5296 -1.1605 -1.8996
N 2.7539 0.6943 -3.0869
N 2.5322 -1.5695 -1.7735
N -2.3535 0.2587 -2.7861
N -2.9037 -2.0898 -1.5680
C 0.6540 -1.4013 -3.6326
C -0.7463 -2.0175 -3.3531
C 2.6926 2.0769 -2.9457
C 3.8101 2.6696 -3.5377
C 4.6138 1.6057 -4.0632
C 3.9256 0.4149 -3.7997
C 3.3199 -1.2654 -0.6545
C 4.0113 -2.3940 -0.2588
C 3.6782 -3.4467 -1.1797
C 2.7821 -2.9116 -2.0925
C -1.6184 1.4660 -2.8168
C -2.3773 2.4278 -3.6196
C -3.4691 1.6788 -4.1729
C -3.3904 0.3807 -3.6941
C -4.0123 -2.4705 -2.3377
C -4.9101 -3.1022 -1.4999
C -4.3287 -3.1559 -0.1881
C -3.1036 -2.5341 -0.2413
H 1.3721 -2.1803 -3.9270
H 0.5782 -0.6979 -4.4830
H -1.3722 -1.9522 -4.2626
H -0.6836 -3.0946 -3.1152
H 1.8355 2.5269 -2.4646
H 4.0132 3.7336 -3.5688
H 5.5694 1.7229 -4.5613
H 4.2306 -0.5890 -4.0735
H 3.2977 -0.2753 -0.2480
H 4.6665 -2.4531 0.5997
H 4.0466 -4.4682 -1.1637
H 2.3136 -3.3780 -2.9409
H -1.1054 1.7139 -1.8751
H -2.3188 3.5231 -3.5335
H -4.2973 2.0947 -4.7229
H -4.0935 -0.4154 -3.8294
H -4.0525 -2.2776 -3.4024
H -5.8718 -3.4830 -1.7855
H -4.7505 -3.6092 0.6904
H -2.3389 -2.3449 0.5047
S -0.5537 1.2872 0.4279
C -0.5481 -0.3458 0.9654
N -0.4858 -1.4560 1.3575
```

Output
Frontier orbital gap (alpha / beta) (hartree): 0.2183 / 0.2253
Highest occupied orbital energy (alpha / beta) (eV): -5.701 / -6.258
2S+1: 5
Total charge: 0
Energy relative to the best compared isomer or geometry (same formula, charge and spin) (kJ/mol): 372.68
Strongest force on any atom (eV Å⁻¹): 3.68

Löwdin atomic charge list, values in e, 5 entries: atom 1 (Cr): 0.56, atom 2 (C): -0.29, atom 3 (C): -0.26, atom 4 (C): -0.23, atom 5 (C): -0.18

Molecular weight for every record listed, in sequence, given in g mol⁻¹: 801.848; 726.948; 587.634.